[1]
Here is a cluster of 2 separate species, C4H13N4O in total at a distorted geometry from OMol25. Energies are from wB97M-V/def2-TZVPD.

Values from the calculation:
Maximum force, eV/A: 2.5
Energy relative to the best compared isomer or geometry (same formula, charge and spin), kJ/mol: 209.5
Highest occupied orbital energy, hartree: -0.4977
Charge: +1

Element x y z (Å)
C (2.16189, 0.23775, -2.55341)
C (1.15924, -0.03364, -1.43920)
O (0.96824, 0.85256, -0.63871)
N (0.51562, -1.27935, -1.43232)
H (1.89008, 1.30783, -2.87382)
H (1.99544, -0.44987, -3.48081)
H (0.04638, -1.42208, -0.56594)
H (0.99352, -2.04021, -1.91232)
H (3.12258, 0.44318, -2.06530)
C (-1.58928, 1.71661, 0.37028)
C (-0.79921, -0.37991, 1.56911)
N (-1.06822, -1.68433, 1.75050)
N (-1.71826, 0.43526, 1.09671)
N (0.45475, -0.03958, 2.08240)
H (-1.85528, -2.09558, 1.28536)
H (-0.33841, -2.33231, 2.07484)
H (-2.65315, 0.08220, 1.20275)
H (0.96176, 0.81844, 1.84620)
H (0.27108, -0.09767, 3.09238)
H (-1.30903, 2.41063, 1.20793)
H (-2.47450, 1.91042, -0.23636)
H (-0.73524, 1.63964, -0.38028)



[2]
Here is a structure of composition C3H3NiO4 at a distorted geometry from OMol25. Energies are from wB97M-V/def2-TZVPD.

Values from the calculation:
Maximum force, eV/A: 4.4
Highest occupied orbital energy (alpha / beta), hartree: -0.5172 / -0.5169
Spin multiplicity: 3
Charge: +1

Element x y z (Å)
C (-0.17351, 0.39935, -0.65176)
C (0.69307, 1.03080, -1.72623)
O (0.33337, 1.98738, -2.36682)
O (-0.13047, -0.92295, -0.58008)
H (-1.19970, 0.81319, -0.72047)
H (1.61644, 0.46352, -1.98407)
Ni (-0.03969, -2.02786, 0.78289)
O (0.15073, -1.00395, 2.33527)
O (0.38690, 0.91519, 3.52932)
C (0.22779, 0.17958, 2.63155)
H (0.05856, 0.85517, 0.73827)



[3]
Here is a structure of composition C22H41ClLuNP3S at a distorted geometry from OMol25. Energies are from wB97M-V/def2-TZVPD.

Values from the calculation:
Maximum force, eV/A: 2.6
Energy relative to the best compared isomer or geometry (same formula, charge and spin), kJ/mol: 61.1
Highest occupied orbital energy (alpha / beta), hartree: -0.6168 / -0.6153
Charge: +3

Element x y z (Å)
Lu (0.44452, 0.32004, 0.16338)
P (-0.14938, -2.48222, 0.84796)
P (1.25846, -0.69870, -2.21264)
P (-1.16361, 0.40699, 2.46517)
H (-1.56501, 4.69684, -1.99509)
C (-1.63105, 4.70805, -0.90065)
C (-0.40392, 4.50340, -0.19113)
H (0.42974, 4.55331, -0.91923)
C (-1.73214, -3.16342, 0.24425)
C (0.98465, -3.74882, 0.16712)
C (-0.14791, -3.16234, 2.55362)
C (1.89937, 0.37310, -3.53766)
C (2.47718, -2.12199, -2.24031)
C (-0.25138, -1.52604, -2.85366)
C (-1.71941, 2.10334, 2.85634)
C (-0.47256, -0.05028, 4.11988)
C (-2.76044, -0.50969, 2.49828)
H (-2.55679, 4.86770, -0.36479)
H (-0.29181, 4.77678, 0.87366)
H (-1.79412, -4.21348, 0.53897)
H (-1.77822, -3.10497, -0.84500)
H (-2.57430, -2.62582, 0.68319)
H (0.80235, -4.70184, 0.67989)
H (2.02545, -3.45692, 0.35353)
H (0.81072, -3.90851, -0.90427)
H (-0.10415, -4.25308, 2.46493)
H (-1.04879, -2.90653, 3.11385)
H (0.73944, -2.83672, 3.10376)
H (2.53605, -0.22132, -4.22747)
H (2.53852, 1.11218, -3.03035)
H (1.09051, 0.90507, -4.09047)
H (2.13073, -2.88905, -2.96006)
H (2.60385, -2.61408, -1.25715)
H (3.44986, -1.73534, -2.60586)
H (-0.23082, -1.45527, -3.94112)
H (-1.14229, -1.01908, -2.46628)
H (-0.25853, -2.58053, -2.56225)
H (-2.58316, 2.02905, 3.51239)
H (-2.01894, 2.64159, 1.95218)
H (-0.92603, 2.64285, 3.37872)
H (-1.24408, 0.15124, 4.88011)
H (0.39821, 0.59259, 4.33198)
H (-0.19231, -1.11386, 4.15673)
H (-3.42287, 0.03589, 3.17669)
H (-2.65349, -1.53989, 2.85840)
H (-3.17161, -0.48543, 1.48401)
C (-1.61328, 1.92258, -1.72974)
C (-2.89470, 1.35953, -1.62131)
C (-3.68502, 1.31800, -2.77220)
C (-3.22015, 1.86673, -3.99159)
C (-1.86687, 2.24839, -4.07902)
C (-1.06700, 2.33908, -2.95251)
S (-0.87412, 2.44446, -0.25522)
H (-1.47412, 0.30080, -0.01696)
H (-3.32231, 1.17606, -0.61738)
H (-4.66866, 0.83939, -2.65589)
H (-3.85482, 1.94463, -4.87469)
H (-1.43013, 2.50809, -5.03929)
H (-0.17090, 2.95779, -2.88173)
Cl (4.73699, -2.54462, 3.05850)
C (4.19701, -1.07462, 2.33220)
C (5.07799, 0.00513, 2.17538)
C (4.58659, 1.17577, 1.57454)
C (3.26216, 1.25646, 1.12901)
N (2.41489, 0.19693, 1.31371)
C (2.86631, -0.94810, 1.92300)
H (6.10757, -0.04292, 2.50801)
H (5.23441, 2.03215, 1.43694)
H (2.89461, 2.17665, 0.62188)
H (2.13309, -1.75313, 2.06082)



[4]
Here is a structure of composition C44H54BKN11S4 at a distorted geometry from OMol25. Energies are from wB97M-V/def2-TZVPD.

Values from the calculation:
Maximum force, eV/A: 3.0
Energy relative to the best compared isomer or geometry (same formula, charge and spin), kJ/mol: 88.2
Highest occupied orbital energy, hartree: -0.1629
Charge: -1

Element x y z (Å)
K (1.04081, -1.56663, 0.90286)
C (-1.78789, -5.00885, -0.22507)
C (-2.20673, -3.58632, 0.26181)
C (-3.62783, -3.17371, -0.14887)
C (-2.10582, -3.42763, 1.75460)
C (-2.84580, -4.14553, 2.71739)
C (-2.31202, -3.74478, 3.92059)
N (-1.29207, -2.90555, 3.65508)
N (-1.15848, -2.68194, 2.33570)
B (-0.40518, -2.12397, 4.62267)
N (-0.68665, -0.62294, 4.51048)
C (-1.37989, 0.15988, 5.38758)
C (-1.48909, 1.41857, 4.89612)
C (-0.85450, 1.33790, 3.64931)
N (-0.33887, 0.10981, 3.42740)
C (-0.88113, 2.34898, 2.53339)
C (-0.79879, 3.77228, 3.04936)
C (-2.15879, 2.11648, 1.71473)
N (1.13152, -2.35650, 4.25976)
C (2.18382, -1.65857, 4.75299)
C (3.33623, -2.22771, 4.27195)
C (2.89840, -3.34340, 3.55324)
N (1.56080, -3.41653, 3.54653)
C (3.83129, -4.21412, 2.73926)
C (3.50402, -5.70372, 2.91518)
C (4.02258, -3.80281, 1.26829)
H (-1.67181, -4.97102, -1.30994)
H (-2.58385, -5.75398, 0.03942)
H (-0.84988, -5.32669, 0.23748)
H (-1.53288, -2.91601, -0.21442)
H (-4.38134, -3.81178, 0.23644)
H (-3.70887, -3.21634, -1.28785)
H (-3.85815, -2.15003, 0.16120)
H (-3.68289, -4.80429, 2.48707)
H (-2.55836, -3.98308, 4.97006)
H (-0.59646, -2.49956, 5.75798)
H (-1.62031, -0.25086, 6.33482)
H (-1.99775, 2.30638, 5.21369)
H (-0.00230, 2.15144, 1.90589)
H (-1.69509, 4.08815, 3.52038)
H (-0.75277, 4.53638, 2.26453)
H (0.03435, 3.98866, 3.73242)
H (-2.90371, 2.52580, 2.37479)
H (-2.32138, 1.05113, 1.55492)
H (-2.23065, 2.63667, 0.72758)
H (1.96277, -0.74852, 5.31728)
H (4.30894, -1.95516, 4.51789)
H (4.75512, -4.18567, 3.22031)
H (2.44051, -5.88104, 2.74417)
H (3.68391, -6.04258, 3.95049)
H (4.07837, -6.27118, 2.16069)
H (3.17664, -4.06751, 0.62133)
H (4.89648, -4.25568, 0.82608)
H (4.07640, -2.73009, 1.07544)
C (1.39716, -4.42486, -4.69883)
S (2.50203, -3.00802, -4.61306)
C (2.40707, -2.53209, -2.79341)
S (1.45713, -3.47163, -1.73613)
N (2.96707, -1.36477, -2.57283)
N (3.12329, -1.01801, -1.27992)
C (3.88042, -0.00098, -1.09814)
C (4.03019, 0.55015, 0.30626)
C (5.01959, 1.52007, 0.46165)
C (5.24009, 2.05320, 1.71559)
C (4.38135, 1.71381, 2.74051)
C (3.33238, 0.83084, 2.47872)
N (3.24826, 0.20118, 1.32495)
H (1.42994, -4.66966, -5.81090)
H (1.84989, -5.30460, -4.18893)
H (0.42689, -4.26826, -4.22998)
H (4.36547, 0.47693, -1.90667)
H (5.61634, 1.93743, -0.37303)
H (6.02939, 2.75952, 1.82592)
H (4.43234, 2.16694, 3.77564)
H (2.63241, 0.55350, 3.28658)
S (1.23027, 2.11003, -0.51779)
C (0.03996, 2.25179, -1.64106)
N (-0.03308, 3.24198, -2.54569)
C (-1.12365, 3.31624, -3.47655)
C (-2.36780, 2.95396, -2.72403)
N (-2.21618, 1.53740, -2.25382)
C (-3.30234, 0.57385, -2.43530)
C (-3.53325, 0.18698, -3.89001)
C (-4.83107, 0.30369, -4.43386)
C (-5.05765, -0.11214, -5.77005)
C (-3.99234, -0.55975, -6.51539)
C (-2.71117, -0.67501, -5.96220)
C (-2.49343, -0.29494, -4.65027)
C (-1.02808, 1.12459, -1.75941)
S (-0.68543, -0.41352, -1.43669)
C (1.08795, 4.19732, -2.68528)
C (0.66211, 5.54061, -2.13573)
C (0.23744, 5.65117, -0.81684)
C (-0.30625, 6.85514, -0.38120)
C (-0.34332, 7.96506, -1.25905)
C (0.13086, 7.81934, -2.55615)
C (0.56820, 6.57348, -3.00175)
H (-1.01894, 2.66014, -4.33417)
H (-1.20277, 4.32292, -3.89394)
H (-3.26736, 3.02889, -3.29641)
H (-2.43900, 3.54024, -1.83799)
H (-4.22246, 0.95586, -1.99683)
H (-2.96459, -0.30508, -1.87878)
H (-5.68351, 0.62527, -3.84851)
H (-6.03101, -0.17576, -6.26170)
H (-4.18141, -0.86404, -7.55558)
H (-1.91207, -1.15567, -6.53806)
H (-1.51301, -0.31578, -4.18509)
H (1.28072, 4.26492, -3.79989)
H (1.97568, 3.78571, -2.22839)
H (0.20663, 4.80187, -0.12608)
H (-0.72621, 7.00293, 0.62843)
H (-0.72928, 8.88630, -0.83959)
H (0.08187, 8.65960, -3.21752)
H (1.00128, 6.41751, -3.96822)



[5]
Here is a structure of composition C45H51BIrN4P2S2 from OMol25. Energies are from wB97M-V/def2-TZVPD.

Values from the calculation:
Maximum force, eV/A: 0.8
Energy relative to the best compared isomer or geometry (same formula, charge and spin), kJ/mol: 151.0
Highest occupied orbital energy, hartree: -0.3416
Charge: +1

Element x y z (Å)
Ir (0.30477, -0.29041, -0.19786)
C (-0.47049, 1.00041, 4.41230)
C (-0.86695, 0.43062, 3.05017)
C (-2.21436, -0.29716, 3.13037)
P (0.39160, -0.59193, 2.14764)
C (0.28691, -2.30140, 2.83556)
C (1.43093, -3.14369, 2.26681)
C (0.26665, -2.43980, 4.35882)
C (2.00912, 0.11086, 2.48342)
C (2.55323, 0.20525, 3.77261)
C (3.79619, 0.75529, 3.98406)
C (4.50221, 1.24962, 2.88552)
C (4.00154, 1.15368, 1.60853)
C (2.75137, 0.54374, 1.36507)
N (2.23761, 0.37979, 0.10011)
C (3.07984, 0.27216, -1.03033)
C (4.37525, -0.24245, -0.96391)
C (5.13326, -0.37818, -2.11285)
C (4.62593, -0.01149, -3.35267)
C (3.32413, 0.44853, -3.44201)
C (2.53870, 0.56099, -2.29936)
P (0.81341, 1.03917, -2.13534)
C (0.95435, 2.87733, -1.92906)
C (1.80266, 3.28985, -0.72116)
C (1.56648, 3.50830, -3.18337)
C (-0.26222, 0.71751, -3.60556)
C (0.37550, 0.67621, -4.99412)
C (-1.46184, 1.67252, -3.58586)
H (-1.26859, 1.66548, 4.74967)
H (0.44582, 1.58389, 4.35995)
H (-0.34665, 0.22994, 5.17194)
H (-0.99199, 1.29101, 2.39371)
H (-2.18033, -1.12438, 3.83814)
H (-2.53564, -0.70581, 2.17210)
H (-2.98626, 0.39425, 3.47387)
H (-0.65977, -2.68387, 2.43256)
H (2.39511, -2.77397, 2.62092)
H (1.46190, -3.14567, 1.18092)
H (1.32488, -4.17735, 2.59972)
H (1.24303, -2.19989, 4.78098)
H (0.05516, -3.47977, 4.61416)
H (-0.48236, -1.82513, 4.85052)
H (1.98482, -0.15150, 4.62020)
H (4.20882, 0.81965, 4.98087)
H (5.46541, 1.72115, 3.03535)
H (4.57221, 1.55433, 0.78363)
H (4.77190, -0.57963, -0.01710)
H (6.12742, -0.79913, -2.04035)
H (5.22766, -0.11453, -4.24484)
H (2.92498, 0.71556, -4.40935)
H (-0.06708, 3.25927, -1.83286)
H (2.85345, 3.06618, -0.91252)
H (1.55726, 2.78681, 0.21146)
H (1.71060, 4.36757, -0.57546)
H (2.54651, 3.08382, -3.39954)
H (1.69591, 4.57835, -3.01189)
H (0.93329, 3.39061, -4.06238)
H (-0.63450, -0.28797, -3.38668)
H (0.89165, 1.60268, -5.24461)
H (-0.41406, 0.53374, -5.73504)
H (1.07297, -0.15272, -5.09479)
H (-1.18028, 2.66477, -3.94275)
H (-1.90671, 1.78608, -2.59370)
H (-2.23703, 1.29028, -4.25116)
S (-0.90119, 5.29064, 1.26264)
C (-1.53880, 6.87192, 1.20797)
C (-2.78398, 6.89789, 0.65954)
C (-3.23143, 5.60889, 0.27617)
C (-2.31636, 4.62680, 0.53932)
C (-2.44840, 3.19052, 0.27837)
C (-1.30982, 2.36984, 0.27100)
N (-1.32835, 1.06678, 0.02717)
C (-2.54218, 0.49505, -0.20423)
C (-3.73728, 1.22159, -0.20113)
C (-4.97236, 0.50890, -0.40377)
C (-4.99335, -0.83074, -0.55541)
C (-3.77725, -1.59935, -0.53403)
C (-3.72366, -2.99488, -0.62186)
C (-2.50401, -3.64282, -0.55812)
C (-1.34347, -2.85270, -0.44008)
N (-1.37183, -1.53335, -0.36925)
C (-2.57224, -0.91314, -0.39552)
C (-2.37637, -5.09989, -0.61504)
C (-3.38152, -6.02484, -0.72601)
C (-2.90175, -7.35532, -0.75776)
C (-1.54261, -7.41507, -0.67059)
S (-0.83783, -5.87146, -0.55374)
C (-3.67102, 2.59574, 0.03562)
H (-0.95966, 7.69928, 1.58428)
H (-3.36084, 7.80119, 0.53179)
H (-4.18699, 5.42821, -0.19499)
H (-0.34287, 2.79742, 0.47570)
H (-5.89358, 1.07700, -0.41406)
H (-5.93126, -1.35377, -0.69072)
H (-4.64328, -3.55548, -0.72607)
H (-0.36626, -3.31141, -0.41498)
H (-4.43092, -5.77390, -0.78260)
H (-3.53358, -8.22603, -0.84472)
H (-0.91473, -8.29117, -0.67434)
H (-4.58298, 3.17875, 0.05543)
B (2.95836, -4.00788, -1.40864)
C (2.03772, -2.76257, -1.14911)
N (1.36068, -1.85477, -0.91687)
H (2.90422, -4.27363, -2.58513)
H (4.06363, -3.66868, -1.04871)
H (2.50416, -4.89290, -0.71072)



[6]
Here is the molecule C7H10 from OMol25. Energies are from wB97M-V/def2-TZVPD.

Values from the calculation:
Maximum force, eV/A: 0.2
SMILES string: C=C/C=C\C=C/C
Energy relative to the best compared isomer or geometry (same formula, charge and spin), kJ/mol: 164.4
Highest occupied orbital energy, hartree: -0.3117

Element x y z (Å)
C (-1.74671, -0.64860, 0.78819)
C (-1.44574, 0.62410, 1.05844)
C (-0.72075, 1.58523, 0.20966)
C (0.04833, 1.39217, -0.87482)
C (0.49772, 0.14565, -1.52210)
C (1.16116, -0.86907, -0.95700)
C (1.53719, -0.99340, 0.48575)
H (-1.43727, -1.13295, -0.13324)
H (-2.33153, -1.23918, 1.48821)
H (-1.81071, 1.04497, 1.99573)
H (-0.87128, 2.62451, 0.50144)
H (0.39020, 2.29623, -1.38192)
H (0.34251, 0.10964, -2.60150)
H (1.46665, -1.69154, -1.60429)
H (0.92838, -1.76337, 0.97927)
H (2.58711, -1.29171, 0.58733)
H (1.38009, -0.05554, 1.02465)